<one>
A gas-phase ion, C2H8NS2 (charge +1), computed with wB97M-V/def2-TZVPD.

- HOMO (eV) = -12.401
- net charge = +1

Atoms and positions in Å:
N 1.68 0.31 -0.88
C 0.77 0.74 0.30
C -0.28 -0.56 0.45
S -1.81 0.25 1.07
S -3.20 -0.72 -0.40
H 1.96 -0.66 -0.69
H 2.37 0.98 -0.95
H 0.97 0.28 -1.58
H 0.24 1.66 0.13
H 1.49 0.80 1.26
H -0.56 -0.97 -0.51
H 0.24 -1.32 1.02
H -3.86 -0.78 0.77



<two>
2 unconnected molecules or ions with the total composition C2H8NS2, computed with wB97M-V/def2-TZVPD.

- HOMO (eV) = -13.283
- net charge = +1

Atoms and positions in Å:
C -2.15 0.06 -0.68
N -1.75 0.27 0.51
H -3.18 0.25 -0.95
H -1.43 -0.32 -1.39
H -0.73 0.09 0.80
H -2.40 0.64 1.19
C 1.94 0.82 0.03
S 1.24 -0.40 1.19
S 1.71 -2.20 0.24
H 2.97 0.56 -0.15
H 1.87 1.81 0.48
H 1.40 0.79 -0.91
H 0.51 -2.37 -0.36



<three>
A gas-phase ion, C2H8NS2 (charge +1), computed with wB97M-V/def2-TZVPD.

- HOMO (eV) = -12.434
- net charge = +1

Atoms and positions in Å:
N -0.44 1.14 1.34
C -1.08 0.45 0.06
C -0.19 -0.76 -0.45
S 1.25 0.14 -1.14
S 2.13 -1.60 -1.87
H -1.21 1.82 1.65
H 0.53 1.55 1.03
H -0.17 0.52 2.12
H -1.26 1.28 -0.67
H -2.08 -0.03 0.33
H -0.07 -1.58 0.37
H -0.80 -1.50 -1.27
H 3.40 -1.43 -1.48



Stability summary - winner: <two>; margin: 0.0204 hartree.



<one>
A single C3HNO2 molecule, computed with wB97M-V/def2-TZVPD.

- HOMO (eV) = -11.005
- net charge = 0

Atoms and positions in Å:
N -2.03 0.40 -1.50
C -1.24 -0.01 -0.76
C -0.27 -0.49 0.24
O -0.44 -1.50 0.86
C 1.01 0.35 0.37
O 1.84 0.27 -0.49
H 1.13 0.97 1.27



<two>
A single C3HNO2 molecule, computed with wB97M-V/def2-TZVPD.

- HOMO (eV) = -10.032
- net charge = 0

Atoms and positions in Å:
O -1.66 -0.55 -0.38
C -0.80 -0.12 0.49
C 0.34 0.60 -0.13
O 0.26 1.73 -0.55
C 1.64 -0.07 0.11
N 2.62 -0.63 0.33
H -2.39 -0.95 0.12



<three>
A molecular structure, C3HNO2, computed with wB97M-V/def2-TZVPD.

- HOMO (eV) = -10.112
- net charge = 0

Atoms and positions in Å:
O 0.64 -1.56 -2.01
C 0.70 -1.24 -0.92
C -0.16 0.29 0.23
O 0.49 -0.21 1.17
C -0.97 1.44 0.51
N -1.67 2.37 0.59
H 0.97 -1.09 0.44



Stability summary - winner: <one>; margin: 0.0678 hartree.



<one>
2 unconnected molecules or ions with the total composition CHBr2F, computed with wB97M-V/def2-TZVPD.

- HOMO (spin up / spin down) (eV) = -9.064 / -10.556
- net charge = 0

Atoms and positions in Å:
C -0.38 -0.03 -0.29
F -0.64 -1.11 0.39
Br -1.31 1.49 0.13
Br 2.56 -0.31 1.10
H -0.23 -0.05 -1.33



<two>
2 unconnected molecules or ions with the total composition CHBr2F, computed with wB97M-V/def2-TZVPD.

- HOMO (spin up / spin down) (eV) = -11.347 / -8.282
- net charge = 0

Atoms and positions in Å:
C 0.82 -1.22 0.19
F 1.25 -0.32 -0.68
Br -0.71 -2.16 -0.18
Br -2.03 -4.52 2.76
H 1.43 -1.58 0.99



Stability summary - winner: <one>; margin: 0.0104 hartree.



<one>
A gas-phase ion, C7H10N (charge +1), computed with wB97M-V/def2-TZVPD.

- HOMO (spin up / spin down) (eV) = -12.396 / -12.321
- net charge = +1

Atoms and positions in Å:
C 0.07 -1.55 0.17
C 2.56 -1.16 0.01
C -0.31 0.74 -0.07
C -1.11 1.83 -0.08
C 2.42 0.10 0.05
C 1.24 1.08 -0.24
C -0.84 -0.63 0.11
N -2.25 -1.00 0.15
H 0.04 -2.64 0.43
H -2.20 1.83 0.35
H -0.70 2.88 -0.24
H 2.59 -2.24 -0.03
H 3.34 0.73 -0.13
H 1.41 1.37 -1.27
H 1.33 1.93 0.34
H -2.56 -0.59 -0.62
H -2.79 -0.64 0.88
H -2.24 -2.04 0.19



<two>
A gas-phase ion, C7H10N (charge +1), computed with wB97M-V/def2-TZVPD.

- HOMO (spin up / spin down) (eV) = -11.654 / -11.727
- net charge = +1

Atoms and positions in Å:
C 1.17 1.32 0.82
C 2.08 0.68 0.07
C -0.49 -0.65 0.17
C -0.57 -1.94 0.37
C -1.11 0.59 -0.43
C 0.00 0.56 0.59
C 2.44 -0.51 -0.53
N -2.51 1.02 -0.08
H 1.27 2.20 1.34
H 0.15 -2.36 1.15
H -1.15 -2.54 -0.17
H -0.93 0.74 -1.46
H 2.82 -0.53 -1.54
H 1.80 -1.36 -0.32
H 3.45 -0.97 -0.07
H -3.32 0.76 -0.69
H -2.28 2.07 -0.12
H -2.82 0.95 0.89



Stability summary - winner: <two>; margin: 0.0162 hartree.



<one>
A gas-phase ion, C5H12NS2 (charge +1), computed with wB97M-V/def2-TZVPD.

- HOMO (spin up / spin down) (eV) = -11.504 / -11.899
- net charge = +1

Atoms and positions in Å:
C 0.09 -0.39 1.31
C -0.98 1.27 -0.89
C -0.47 -1.62 0.65
C -2.15 2.15 -1.16
C 2.34 -0.59 0.36
N 1.51 -0.38 1.58
S -0.35 1.21 0.68
S -0.72 -0.16 -2.01
H -1.43 -1.50 0.32
H -0.62 -2.48 1.29
H 0.31 -1.95 -0.05
H -2.00 2.46 -2.19
H -2.10 2.96 -0.38
H -3.02 1.58 -1.02
H 2.63 -1.72 0.22
H 1.92 -0.16 -0.55
H 3.39 -0.08 0.43
H 1.72 0.59 1.77
H 1.77 -1.12 2.28
H -1.83 -0.08 -2.63



<two>
A gas-phase ion, C5H12NS2 (charge +1), computed with wB97M-V/def2-TZVPD.

- HOMO (eV) = -12.535
- net charge = +1

Atoms and positions in Å:
C -0.44 -1.11 -1.68
C -0.40 0.17 -0.87
C 0.31 0.20 0.42
C -0.33 -0.82 1.50
N 0.29 1.55 1.04
C 1.79 -0.13 0.12
S 2.37 -1.60 0.40
S 2.64 1.18 -0.66
H -0.30 -1.98 -1.06
H 0.18 -1.09 -2.59
H -1.48 -1.19 -1.95
H -0.19 1.00 -1.53
H -1.47 0.28 -0.42
H -1.41 -0.64 1.53
H -0.17 -1.83 1.29
H 0.01 -0.52 2.50
H -0.68 1.74 1.36
H 0.54 2.35 0.51
H 0.81 1.84 1.95
H 3.77 0.65 -1.14



Stability summary - winner: <two>; margin: 0.0857 hartree.



<one>
A single C2H3FN2O2S molecule, computed with wB97M-V/def2-TZVPD.

- HOMO (spin up / spin down) (eV) = -10.413 / -10.435
- net charge = 0

Atoms and positions in Å:
C 1.22 -1.29 1.14
C 0.14 -0.22 1.03
N 2.13 -1.98 1.12
N 0.31 0.40 -0.23
O 1.45 0.42 -0.72
O -0.03 1.72 -2.09
F -1.93 0.83 0.67
S -0.91 1.27 -0.83
H -0.90 -0.72 1.08
H 0.24 0.45 1.89
H 0.95 1.65 -2.10



<two>
A molecular structure, C2H3FN2O2S, computed with wB97M-V/def2-TZVPD.

- HOMO (spin up / spin down) (eV) = -9.323 / -9.322
- net charge = 0

Atoms and positions in Å:
C -3.48 0.21 -0.30
C -2.12 -0.11 -0.52
N -4.60 0.43 -0.16
N -0.13 1.02 0.17
O 1.66 0.63 0.42
O 0.17 -1.33 0.44
F -0.27 2.25 0.77
S -1.01 -0.23 0.80
H -1.95 -0.21 -1.57
H 2.20 1.36 0.05
H 0.98 -0.72 0.34



Stability summary - winner: <one>; margin: 0.1263 hartree.



<one>
A molecular structure, C19H28N3O4, computed with wB97M-V/def2-TZVPD.

- HOMO (eV) = -10.574
- net charge = +1

Atoms and positions in Å:
C 0.32 4.03 -0.94
N 1.24 2.87 -0.71
C 0.73 1.74 -0.77
O -0.60 1.44 -1.00
C 1.51 0.40 -0.59
C 2.63 0.71 0.26
C 3.21 -0.60 0.56
C 4.48 -0.86 0.84
C 4.76 -2.19 0.83
C 4.00 -3.20 0.32
C 2.70 -2.57 -0.21
C 2.32 -1.33 -0.29
N 1.33 -0.96 -0.78
C 0.27 -1.31 -1.37
H -0.35 -0.64 -2.04
H 0.61 -2.07 -2.06
C -0.64 -2.43 -0.47
C -1.37 -1.57 0.72
N -2.00 -0.19 0.22
H -1.48 0.43 -0.13
C -3.28 -0.56 -0.74
H -3.70 0.49 -0.88
H -2.83 -1.02 -1.43
C -4.48 -1.28 0.12
H -5.17 -1.26 -1.10
O -3.98 -2.55 0.47
H -3.74 -3.33 -0.24
H -4.85 -0.61 0.73
C -2.60 0.35 1.65
H -3.20 -0.28 2.14
C -3.09 1.90 1.27
O -2.16 2.71 0.86
H -1.69 2.54 0.16
H -3.55 2.00 2.25
H -3.95 1.71 0.59
H -1.59 0.70 2.20
H -1.98 -2.20 0.98
H -0.54 -1.19 1.59
O -1.68 -2.86 -1.29
H -1.38 -3.45 -1.77
H 0.03 -3.11 0.13
H 1.99 -3.44 -0.46
H 4.15 -4.23 0.34
H 5.69 -2.70 1.39
H 5.06 -0.10 1.34
C 3.24 2.11 0.56
H 4.25 2.17 0.64
C 2.63 2.98 -0.43
H 2.63 4.25 -0.24
H 2.91 3.07 -1.37
H 2.74 2.47 1.53
H -0.05 4.57 -0.16
H 1.03 4.79 -1.72
H -0.54 3.63 -1.49



<two>
A gas-phase ion, C19H28N3O4 (charge +1), computed with wB97M-V/def2-TZVPD.

- HOMO (eV) = -10.999
- net charge = +1

Atoms and positions in Å:
C -0.61 -3.74 1.16
N 0.55 -2.82 0.75
C 1.88 -3.50 0.75
C 2.77 -2.71 -0.34
C 2.42 -1.27 -0.04
C 1.33 -0.84 0.26
N 1.43 0.53 0.43
C 0.48 1.68 1.20
C -0.18 2.40 0.22
O -1.11 3.46 0.84
C -0.89 1.78 -0.96
N -1.82 0.97 -0.79
C -3.21 1.52 -0.31
C -3.62 1.06 1.33
O -2.50 1.44 2.09
C -2.27 -0.02 -1.80
C -3.12 -1.05 -1.66
O -4.49 -0.72 -1.66
C 2.57 1.16 0.05
C 3.23 2.51 0.16
C 4.62 2.34 -0.33
C 5.21 1.28 -0.86
C 4.66 0.03 -0.88
C 3.27 -0.22 -0.12
C 0.30 -1.40 0.66
O -0.97 -1.08 0.77
H -0.39 -4.24 1.93
H -1.40 -3.13 1.13
H -0.73 -4.54 0.35
H 1.70 -4.32 0.38
H 2.07 -3.17 1.75
H 3.73 -3.07 -0.18
H 2.31 -2.85 -1.39
H -0.32 0.98 1.54
H 0.89 2.16 2.05
H 0.64 3.13 -0.11
H -1.72 3.04 1.57
H -1.22 2.59 -1.89
H -0.04 1.32 -1.28
H -1.58 0.23 0.15
H -3.11 2.70 -0.01
H -3.99 1.44 -0.85
H -3.65 0.09 0.91
H -4.50 1.60 1.38
H -2.86 1.00 2.99
H -2.60 0.59 -2.62
H -1.20 -0.19 -2.22
H -2.85 -1.77 -0.70
H -3.06 -1.95 -2.43
H -5.04 -1.40 -1.54
H 2.64 3.27 0.74
H 4.99 3.30 -0.30
H 6.23 1.22 -1.10
H 5.10 -0.80 -1.17



Stability summary - winner: <two>; margin: 0.0455 hartree.



<one>
2 unconnected molecules or ions with the total composition H2N2P2, computed with wB97M-V/def2-TZVPD.

- HOMO (eV) = -9.208
- net charge = 0

Atoms and positions in Å:
N 1.43 0.79 0.21
N -0.32 -0.51 -0.08
P 1.29 -0.85 -0.16
P -0.18 1.22 -0.25
H -1.34 -2.20 -0.81
H -0.88 1.55 1.08



<two>
A single H2N2P2 molecule, computed with wB97M-V/def2-TZVPD.

- HOMO (eV) = -9.651
- net charge = 0

Atoms and positions in Å:
N -2.09 1.00 -0.33
P -2.20 -0.54 0.05
P -0.34 1.16 0.30
N -0.52 -0.58 0.38
H 0.27 1.17 -0.96
H 0.00 -1.22 0.95



Stability summary - winner: <two>; margin: 0.1860 hartree.



<one>
A gas-phase ion, C3H4N3 (charge +1), computed with wB97M-V/def2-TZVPD.

- HOMO (eV) = -14.275
- net charge = +1

Atoms and positions in Å:
C -1.71 1.65 0.12
C 0.31 -0.65 0.01
C 1.73 -0.61 -0.02
N -2.11 0.53 0.07
N -0.78 -1.08 -0.09
N -2.02 -0.69 -0.13
H -1.82 2.66 0.03
H 2.16 -1.53 0.68
H 2.10 0.35 0.46
H 2.14 -0.64 -1.13



<two>
A molecular structure, C3H4N3, computed with wB97M-V/def2-TZVPD.

- HOMO (eV) = -17.443
- net charge = +1

Atoms and positions in Å:
C -1.43 -0.54 -1.20
C -0.43 0.25 0.11
C 1.06 -0.23 0.74
N -0.82 0.29 -2.05
N -0.27 0.94 -1.15
N -1.31 -0.85 -0.03
H -0.98 0.95 0.93
H 1.06 -0.85 1.71
H 1.62 0.68 1.04
H 1.49 -0.65 -0.10



Stability summary - winner: <one>; margin: 0.0280 hartree.



<one>
2 unconnected molecules or ions with the total composition FH3N2OS, computed with wB97M-V/def2-TZVPD.

- HOMO (spin up / spin down) (eV) = -8.116 / -9.042
- net charge = 0

Atoms and positions in Å:
N -1.60 0.28 -0.22
N -0.91 -0.57 0.60
O 1.13 0.80 0.49
F -0.35 -1.56 -0.14
S 1.95 -0.18 -0.28
H -1.23 0.38 -1.17
H -2.00 1.07 0.24
H 3.01 -0.22 0.50



<two>
A molecular structure, FH3N2OS, computed with wB97M-V/def2-TZVPD.

- HOMO (spin up / spin down) (eV) = -10.134 / -10.332
- net charge = 0

Atoms and positions in Å:
N 0.10 -0.86 1.32
N -0.07 0.33 -0.85
O 2.43 1.26 0.07
F 1.66 -1.58 -0.61
S 1.02 -0.35 0.22
H 0.26 -1.30 2.24
H 0.37 1.14 -1.26
H -0.74 0.79 -0.14



Stability summary - winner: <one>; margin: 0.0226 hartree.



<one>
2 unconnected molecules or ions with the total composition C6H15NO, computed with wB97M-V/def2-TZVPD.

- HOMO (eV) = -8.525
- net charge = 0

Atoms and positions in Å:
C -0.77 1.85 -1.31
C -1.28 0.60 -1.06
C -1.02 -0.47 -1.99
C -2.11 0.44 0.19
C -1.23 -0.57 1.21
C 0.13 -0.11 1.54
N 0.23 1.27 2.15
H -1.11 2.72 -0.80
H 0.09 2.30 -1.98
H -1.34 -0.17 -3.02
H -1.43 -1.45 -1.84
H 0.09 -0.62 -2.14
H -2.27 1.35 0.67
H -3.08 -0.11 0.01
H -1.01 -1.44 0.59
H -1.98 -0.58 2.00
H 0.54 -0.78 2.23
H 0.74 -0.19 0.61
H -0.63 1.47 2.75
H 1.14 1.19 2.79
O 5.50 -2.38 -1.13
H 5.10 -1.60 -1.22
H 5.70 -2.72 -0.24



<two>
2 unconnected molecules or ions with the total composition C6H15NO, computed with wB97M-V/def2-TZVPD.

- HOMO (eV) = -9.346
- net charge = 0

Atoms and positions in Å:
C -2.47 0.09 -1.00
C -1.81 -1.06 -1.17
C -0.41 -1.34 -0.72
C -0.08 -1.35 0.80
C -0.25 -0.01 1.49
C 0.72 1.09 1.05
N 2.10 0.58 0.79
H -3.52 0.10 -1.29
H -2.13 0.96 -0.46
H -2.45 -1.91 -1.38
H -0.05 -2.29 -1.11
H 0.26 -0.60 -1.18
H 0.94 -1.71 0.86
H -0.76 -2.08 1.24
H -1.27 0.34 1.31
H -0.17 -0.09 2.58
H 0.56 1.70 0.17
H 0.96 1.86 1.79
H 2.60 0.21 1.58
H 2.13 -0.10 0.05
O 1.49 1.97 -2.10
H 1.24 1.33 -1.43
H 2.37 2.31 -1.87



Stability summary - winner: <two>; margin: 0.0497 hartree.



<one>
A single C6H15NO molecule, computed with wB97M-V/def2-TZVPD.

- HOMO (eV) = -8.811
- net charge = 0

Atoms and positions in Å:
C 0.22 0.20 -2.62
C 0.34 -0.17 -1.03
C 1.90 -0.21 -1.04
O 0.03 0.83 -0.16
C 0.03 0.11 1.14
C 0.05 1.06 2.13
C -1.16 -0.78 1.30
N -2.39 -0.15 0.87
H 0.34 1.25 -2.77
H 0.98 -0.43 -3.18
H -0.82 -0.23 -3.19
H -0.28 -0.98 -0.46
H 2.85 -0.33 -0.35
H 2.14 -0.64 -1.89
H 2.25 0.74 -1.62
H 0.74 -0.68 1.15
H -0.06 0.47 3.21
H -0.94 1.64 2.11
H 1.05 1.49 2.44
H -1.09 -1.83 0.77
H -0.83 -1.14 2.27
H -2.14 0.37 -0.04
H -3.22 -0.59 0.96



<two>
2 unconnected molecules or ions with the total composition C6H15NO, computed with wB97M-V/def2-TZVPD.

- HOMO (eV) = -7.662
- net charge = 0

Atoms and positions in Å:
C 1.91 1.19 -0.54
C 1.22 0.39 0.66
C -0.25 0.19 0.43
C -1.09 1.15 -0.11
N -0.62 2.42 -0.54
C -0.74 -1.18 0.74
C -0.03 -2.03 1.72
H 3.01 1.35 -0.30
H 1.94 0.75 -1.50
H 1.81 2.21 -0.64
H 1.77 -0.55 0.82
H 1.25 0.89 1.56
H -2.20 0.92 -0.08
H -1.38 2.89 -1.06
H 0.06 2.33 -1.19
H -1.90 -1.40 0.73
H -0.42 -1.69 -0.25
H -0.63 -2.99 1.82
H 0.18 -1.48 2.60
H 0.89 -2.44 1.40
O -1.70 -0.76 -2.45
H -2.24 -1.23 -1.75
H -0.82 -0.93 -2.06



Stability summary - winner: <two>; margin: 0.1299 hartree.